Entry 1:
ORCA calculation (the ωB97M-V functional and the def2-TZVPD basis) on 5 unconnected molecules or ions with the total composition C22H29N2O14.

XYZ file:
```
67
Properties=species:S:1:pos:R:3:forces:R:3:nbo_charge:R:1
C 4.29236 0.28733 -0.72544 0.0 -1.5 -1.1 -0.320
C 3.95029 -0.73690 -1.74884 0.7 2.0 0.0 -0.093
N 4.53172 -2.17119 -1.76990 -3.3 -1.9 4.2 -0.151
N 5.45515 -2.39616 -2.74329 0.3 -4.9 1.5 -0.171
C 6.03614 -3.76471 -2.83850 -1.0 -0.7 1.9 0.258
C 7.16910 -4.02816 -4.03963 -1.7 1.6 -0.1 -0.471
C 6.41438 -3.52763 -5.44132 -0.3 0.0 0.1 -0.075
O 5.30786 -4.49948 -5.67362 0.0 2.0 0.0 -0.746
C 5.67801 -5.03567 -1.81038 -3.1 4.9 1.4 -0.144
C 4.55139 -4.63758 -0.63877 2.2 2.6 -3.7 -0.177
C 3.97973 -3.06614 -0.68949 2.7 -3.3 -1.6 0.258
C 2.83920 -2.68416 0.42523 -0.7 -0.3 -0.5 -0.562
C 1.34422 -3.02188 -0.20319 -1.3 2.1 -5.8 0.387
O 1.00323 -2.63225 -1.45710 2.4 -2.5 8.1 -0.513
H 3.88413 0.31012 0.38067 2.1 -0.9 -1.8 0.228
H 5.05005 1.14783 -1.02345 -3.1 -0.8 0.1 0.292
H 3.22944 -0.49697 -2.66465 2.9 -0.4 1.3 0.264
H 7.45453 -5.16020 -4.12427 -0.6 2.3 0.4 0.261
H 8.06557 -3.31039 -3.79984 -1.6 -1.6 -0.5 0.263
H 7.13760 -3.51513 -6.36151 -1.2 -0.2 1.9 0.210
H 5.94902 -2.45501 -5.34391 1.2 -2.0 0.1 0.199
H 4.46167 -3.99728 -5.88365 1.8 -0.9 0.3 0.485
H 6.15751 -6.09957 -1.89408 -1.0 2.4 0.1 0.284
H 4.17690 -5.41391 0.16903 0.8 1.9 -1.9 0.274
H 2.81696 -1.56091 0.75271 0.2 -2.1 -0.9 0.291
H 2.96134 -3.33192 1.41862 0.1 1.3 -2.4 0.277
H 0.54361 -3.58657 0.46576 1.7 1.2 -1.3 0.187
C 1.02894 3.91583 0.35976 -1.1 0.3 -0.2 -0.100
C 1.40384 3.41009 1.71500 -0.9 -0.1 1.1 -0.113
O 2.66668 2.80910 1.50022 1.0 0.1 -1.2 -0.496
C 3.20045 3.39372 0.38803 1.8 0.0 -0.6 0.969
O 4.35029 3.23744 0.01234 -2.3 0.2 0.7 -0.608
O 2.28031 4.17633 -0.24783 1.1 -0.6 0.3 -0.476
H 0.42425 4.82562 0.40739 0.2 -0.1 -0.1 0.220
H 0.49697 3.16538 -0.23430 0.0 0.0 0.0 0.171
H 1.51613 4.21752 2.44627 -0.1 -0.1 -0.1 0.210
H 0.68687 2.67950 2.09952 0.5 0.2 -0.1 0.224
C -2.40171 2.54227 2.31512 -0.2 -0.9 -0.5 -0.101
C -3.53431 3.27353 2.95970 -1.3 -0.4 -0.2 -0.114
O -2.91388 3.95069 4.03609 1.7 0.3 -0.1 -0.471
C -1.59499 4.08773 3.71141 0.8 1.6 1.7 0.966
O -0.79989 4.77169 4.33406 -1.5 -1.5 -1.5 -0.588
O -1.28255 3.36068 2.59909 0.0 0.8 0.6 -0.529
H -2.53760 2.43228 1.23574 0.2 0.1 0.1 0.189
H -2.23743 1.55344 2.75593 0.0 0.3 0.0 0.192
H -3.98887 4.01272 2.29167 0.0 -0.1 0.1 0.188
H -4.31269 2.59734 3.32378 0.4 0.5 0.0 0.260
C -2.41451 -1.54432 0.69142 0.8 -0.8 0.1 -0.100
C -3.35077 -1.26904 -0.44023 0.0 -0.4 -1.1 -0.103
O -4.41195 -0.56701 0.17878 0.2 0.5 1.0 -0.473
C -3.90538 -0.00186 1.31352 -1.6 1.6 1.3 0.969
O -4.49844 0.81226 2.00138 1.3 -2.2 -1.8 -0.576
O -2.64888 -0.46571 1.57721 -0.7 0.4 -0.1 -0.492
H -1.36901 -1.56323 0.37171 -0.1 0.1 0.1 0.196
H -2.64615 -2.48205 1.20725 0.0 0.1 0.0 0.188
H -2.90273 -0.62847 -1.20720 0.0 -0.1 0.1 0.188
H -3.71502 -2.18607 -0.91143 -0.1 0.2 0.1 0.212
C -8.82602 2.31611 0.55730 -0.5 0.1 -1.0 -0.102
C -9.17913 1.43844 1.71402 -0.9 -0.7 0.1 -0.102
O -8.00011 1.44105 2.49633 0.8 0.8 -0.1 -0.477
C -7.31949 2.58265 2.18463 1.9 0.7 1.3 0.977
O -6.34435 2.99097 2.79295 -2.5 -0.8 -1.4 -0.596
O -7.87290 3.20773 1.10459 0.5 -0.2 0.9 -0.480
H -9.69039 2.86249 0.17004 0.3 0.1 0.1 0.208
H -8.35975 1.75995 -0.26268 0.0 0.0 0.1 0.182
H -10.00134 1.84548 2.31201 0.1 0.0 -0.1 0.189
H -9.43558 0.42222 1.40224 0.2 0.1 0.2 0.205
```
Forces are in eV/Å.

HOMO energy   -0.43464 Ha
Net charge   +1
LUMO level   -0.1866 Ha
E_tot   -2017.85614 Eh
Kohn-Sham gap   6.75 eV

***

Entry 2:
ORCA calculation (the ωB97M-V functional and the def2-TZVPD basis) on 2 unconnected molecules or ions with the total composition C22H29N2O2.

XYZ file:
```
55
Properties=species:S:1:pos:R:3:forces:R:3:nbo_charge:R:1
C -3.35388 -2.70557 0.79891 -0.9 0.6 0.1 -0.268
O -1.90930 -2.57965 0.58229 0.8 0.1 -1.1 -0.440
C -1.39891 -1.97698 -0.46453 -0.3 -1.6 -0.7 0.485
C -0.26845 -2.53486 -1.16034 -0.4 -0.1 0.5 -0.237
C 0.17393 -1.96924 -2.39205 0.1 0.0 0.3 -0.094
C 1.31360 -2.46434 -3.01334 -0.6 0.4 -0.2 -0.180
C 2.01219 -3.56564 -2.49885 -0.1 0.3 0.2 0.118
C 3.29954 -3.97592 -3.15624 0.0 -0.1 0.1 -0.660
C 1.47374 -4.23173 -1.38105 -0.2 -0.1 0.3 -0.227
C 0.35330 -3.75289 -0.72535 -0.2 0.4 -0.2 -0.080
H -3.48157 -3.57287 1.45676 0.3 0.3 -0.2 0.236
H -3.76359 -1.80131 1.29802 0.4 -0.6 -0.4 0.223
H -3.89242 -2.89657 -0.15518 0.6 0.2 0.5 0.211
H -1.94512 -1.12317 -0.89760 0.3 -0.4 0.2 0.209
H -0.44954 -1.20221 -2.85424 0.5 0.1 0.2 0.234
H 1.67598 -2.00478 -3.93634 -0.2 -0.1 0.3 0.231
H 3.76438 -4.82534 -2.65207 -0.1 0.1 -0.1 0.238
H 3.15231 -4.22924 -4.21371 -0.1 0.0 0.2 0.253
H 4.00122 -3.13254 -3.13041 -0.1 -0.1 0.0 0.251
H 1.94302 -5.15145 -1.03555 -0.1 0.2 -0.1 0.241
H -0.13887 -4.31624 0.06825 0.5 0.2 0.0 0.244
C -2.74661 1.39526 3.70020 -0.1 0.2 -0.2 -0.416
N -1.76991 1.26992 2.63975 0.2 -0.2 -0.2 -0.456
C -2.01899 1.74890 1.27684 0.5 0.6 0.2 0.312
C -3.05816 0.92389 0.52710 -0.4 -0.3 0.1 -0.620
C -2.53274 3.22572 1.28623 0.3 -0.3 0.1 -0.638
N -0.69255 1.52948 0.70289 -0.9 0.6 -1.5 -0.684
C 0.30054 0.97989 1.55349 -0.4 -0.3 0.4 -0.110
C 1.61261 1.75389 1.61108 0.4 0.2 0.6 -0.447
C 2.22983 2.10108 0.27100 0.1 -0.1 0.0 0.071
C 2.84119 1.08256 -0.47867 -0.1 0.4 -0.5 -0.264
C 3.39119 1.36507 -1.73865 -0.1 0.3 0.0 -0.198
C 3.34499 2.67650 -2.25350 -0.2 0.0 0.5 -0.224
C 2.77816 3.70643 -1.47444 0.2 -0.4 -0.2 -0.198
C 2.24969 3.42296 -0.20575 -0.1 -0.3 -0.3 -0.250
C -0.46793 0.90148 2.87956 0.3 0.2 0.8 0.692
O -0.00618 0.57556 3.96324 -0.4 0.1 -0.9 -0.605
H -2.39272 0.81970 4.54975 0.0 0.0 0.1 0.249
H -2.88402 2.44164 4.00539 0.1 -0.2 0.0 0.206
H -3.71144 1.00350 3.36381 0.1 0.0 0.1 0.193
H -2.72785 -0.10995 0.42932 0.0 0.3 0.3 0.174
H -4.02588 0.92881 1.04156 0.1 0.0 -0.1 0.217
H -3.20540 1.32674 -0.48063 0.0 0.0 0.1 0.222
H -1.89465 3.87577 1.90589 -0.2 -0.3 -0.2 0.228
H -2.57077 3.63487 0.26449 0.1 -0.2 0.3 0.222
H -3.55826 3.24417 1.69202 0.4 0.1 -0.1 0.219
H -0.44274 2.00694 -0.15426 0.0 0.0 0.4 0.403
H 0.53172 -0.07172 1.31273 0.1 0.0 -0.2 0.169
H 1.46523 2.66697 2.20449 0.1 -0.2 -0.1 0.222
H 2.30707 1.10234 2.15623 0.0 0.3 0.1 0.235
H 2.88005 0.06457 -0.07051 0.0 0.4 -0.2 0.208
H 3.85579 0.55994 -2.32523 -0.2 0.4 0.3 0.209
H 3.77222 2.90101 -3.24068 -0.2 -0.1 0.5 0.224
H 2.75169 4.73162 -1.86654 0.1 -0.5 0.2 0.225
H 1.83324 4.22702 0.41444 0.1 -0.4 -0.3 0.221
```
Forces are in eV/Å.

HOMO energy   -0.40783 Ha
Net charge   +1
LUMO level   -0.2003 Ha
E_tot   -1115.43548 Eh
Kohn-Sham gap   5.65 eV